Molecular formula: C39H73O33P3
Method: DFT, the ωB97M-V functional and the def2-TZVPD basis

* LUMO energy (spin up / spin down): -3.6 / -9.8 eV
* Kohn-Sham gap (spin up / spin down): 7.974 / 1.796 eV
* HOMO level (spin up / spin down): -11.567 / -11.567 eV

```
! wB97M-V def2-TZVPD RIJCOSX def2/J DEFGRID3
* xyz 1 2
C -7.29543 -3.04874 -1.73061
C -6.03407 -3.57530 -0.97943
O -4.95519 -3.21217 -1.86264
C -5.34196 -2.17391 -2.69748
O -4.66697 -1.37120 -3.33529
O -6.74510 -2.08997 -2.61362
H -7.90443 -2.41435 -1.08657
H -7.90212 -3.71347 -2.34556
H -6.21240 -4.62659 -0.75339
H -5.78580 -3.03405 -0.06646
C 6.17104 -0.87371 -2.16779
C 5.69430 0.17823 -3.10940
O 6.67458 0.19025 -4.07832
C 7.31397 -0.80639 -4.06831
O 8.17286 -1.16562 -4.86737
O 6.85494 -1.69940 -3.04146
H 5.31644 -1.25755 -1.61062
H 6.77678 -0.48807 -1.34775
H 5.92545 1.16483 -2.70778
H 4.69306 0.01009 -3.50608
C 2.04614 -7.33595 3.48909
C 1.30231 -5.94623 3.33974
O 1.08357 -5.53404 4.64739
C 1.07494 -6.69162 5.34757
O 0.56422 -6.83633 6.45281
O 1.48871 -7.75084 4.65263
H 3.13280 -7.41839 3.51049
H 1.53521 -8.07782 2.87535
H 0.41808 -6.14790 2.73510
H 1.86637 -5.10759 2.93154
C 5.96888 -2.42107 4.22890
C 4.71083 -2.78582 5.03382
O 4.36888 -4.06905 4.63949
C 4.99034 -4.40911 3.59412
O 4.87886 -5.49440 2.98968
O 5.85055 -3.44097 3.19019
H 6.96402 -2.59065 4.64006
H 5.85028 -1.49333 3.66915
H 3.91112 -2.08732 4.78753
H 4.98804 -2.90107 6.08167
C 1.87920 -2.19338 -3.45409
C 2.82372 -1.99840 -4.58078
O 3.47034 -3.21475 -4.75408
C 2.83999 -4.15980 -4.07866
O 3.06815 -5.37258 -4.16595
O 1.95441 -3.58129 -3.28727
H 0.87487 -1.81143 -3.63723
H 2.16867 -1.45874 -2.70269
H 3.65043 -1.30939 -4.40783
H 2.32370 -1.62298 -5.47361
C 2.12426 2.11610 0.21000
C 3.36528 2.69983 -0.40246
O 3.60968 1.96022 -1.56128
C 2.37765 1.35411 -1.91704
O 2.04740 0.88332 -3.00795
O 1.59746 1.28641 -0.77608
H 1.43805 2.76097 0.75896
H 2.49094 1.40180 0.94717
H 4.35395 2.66782 0.05538
H 3.22245 3.75704 -0.62608
C -0.79502 -6.79644 -3.55812
C -1.23279 -5.31452 -3.51815
O -2.04706 -5.26297 -4.74534
C -1.51644 -6.15963 -5.54152
O -1.85528 -6.20501 -6.72982
O -0.66631 -6.92313 -4.97122
H -1.52402 -7.51523 -3.18395
H 0.20507 -7.09182 -3.24082
H -0.45519 -4.55774 -3.41464
H -1.80855 -5.29220 -2.59290
C -4.79924 3.36524 0.25179
C -5.27587 4.30650 1.47616
O -4.48171 4.13466 2.56814
P -4.66727 2.88563 3.61513
O -4.78075 1.50698 3.02039
O -3.32788 3.05559 4.65062
C -2.44420 4.18609 4.53505
C -1.68828 4.34855 5.87618
O -5.91281 3.44650 4.55637
C -6.48418 2.58504 5.47466
C -5.60554 2.47346 6.72198
H -3.72015 3.28930 0.11798
H -5.20534 2.37040 0.43473
H -5.32809 3.60443 -0.67082
H -5.25721 5.33580 1.11798
H -6.31241 4.00876 1.63438
H -1.70595 3.99019 3.75742
H -3.07245 5.03581 4.26789
H -2.23507 4.11904 6.79076
H -0.85267 3.65915 5.99695
H -1.36350 5.38893 5.86115
H -7.34449 3.10104 5.90094
H -6.87056 1.63625 5.10236
H -6.12006 1.99921 7.55772
H -4.67680 1.90853 6.64199
H -5.34306 3.46474 7.09153
C -0.20128 8.83961 -2.70043
C -1.24101 7.70847 -2.86727
O -0.49579 6.56326 -2.99795
P -1.15987 5.27722 -3.76732
O -1.69302 5.50822 -5.16564
O -2.18626 4.79170 -2.69990
C -3.09219 3.75239 -2.97849
C -2.57786 2.41418 -2.47036
O -0.01784 4.08882 -3.60769
C 1.22277 4.18060 -4.42975
C 2.18609 4.72416 -3.42532
H 0.27756 8.98832 -3.66826
H -0.76373 9.76901 -2.78967
H 0.48793 8.88318 -1.85711
H -1.93782 7.53189 -2.04789
H -1.80322 7.90788 -3.77955
H -4.06448 3.88344 -2.50355
H -3.30484 3.71275 -4.04681
H -3.37146 1.74779 -2.13239
H -2.20317 1.87947 -3.34316
H -1.91835 2.43747 -1.60283
H 1.50029 3.15915 -4.68997
H 0.93830 4.80002 -5.28034
H 3.09711 4.95690 -3.97667
H 1.87031 5.71746 -3.10633
H 2.41187 4.12576 -2.54269
C -0.53344 0.36113 3.53653
C 0.81280 -0.27013 3.51631
O 1.36636 -0.47040 2.19707
P 1.07626 -1.91702 1.50972
O 0.21198 -2.88718 2.22584
O 0.50497 -1.38717 0.13292
C -0.83914 -1.00833 -0.02151
C -1.52579 -1.88912 -1.02645
O 2.61834 -2.44292 1.15595
C 3.46868 -1.64325 0.30305
C 4.51754 -0.91288 1.22497
H -0.52042 1.41979 3.27736
H -1.20295 -0.19115 2.87712
H -0.88546 0.29864 4.56623
H 1.59439 0.26350 4.05710
H 0.65885 -1.23489 3.99967
H -1.54525 -1.01387 0.80884
H -0.84119 0.02084 -0.38057
H -1.36605 -2.95018 -0.83476
H -2.59345 -1.74357 -1.19082
H -0.99187 -1.88721 -1.97673
H 3.97343 -2.43089 -0.25637
H 2.87430 -1.06990 -0.40834
H 4.29698 0.15433 1.20245
H 4.50438 -1.28654 2.24884
H 5.55185 -0.93674 0.88184
*
```

=====

Molecular formula: C12H22N4S6
Method: DFT, the ωB97M-V functional and the def2-TZVPD basis

* LUMO energy: -0.9 eV
* Kohn-Sham gap: 7.212 eV
* HOMO level: -8.148 eV

```
! wB97M-V def2-TZVPD RIJCOSX def2/J DEFGRID3
* xyz 0 1
S -1.31310 -1.19658 -0.39131
S 0.05532 2.58847 2.56721
S 1.26415 0.72537 -1.11730
S 1.85226 -0.38619 0.49399
S -0.61440 1.45632 -0.57227
S 2.52826 1.14704 1.86216
C -1.72084 0.24372 -1.04169
C 1.08606 1.30255 2.93456
N -2.47709 0.28010 -2.24166
N 0.40258 0.15187 3.38936
N -2.38467 1.14787 -3.32274
N 1.07896 -1.05512 3.71898
C -2.37697 2.63290 -3.19748
C -1.23731 0.62530 -4.15386
C 0.53323 -2.26837 3.11995
C 1.89394 -1.11271 4.92496
C -2.61385 3.20522 -4.57004
C -1.07537 1.31218 -5.47624
C 1.59495 -3.39221 2.92489
C 2.94307 -2.23498 4.74624
C -1.30173 2.83916 -5.30221
C 2.35660 -3.58206 4.23928
H -2.91707 -0.60881 -2.47557
H -0.47662 0.31015 3.96851
H -1.43063 3.00842 -2.78342
H -3.19342 2.85297 -2.54991
H -1.35709 -0.41735 -4.36661
H -0.23450 0.71366 -3.69468
H 0.20034 -2.02533 2.12474
H -0.18829 -2.49574 3.95056
H 2.37365 -0.09352 5.04528
H 1.28206 -1.43559 5.74250
H -3.50006 2.89817 -5.10824
H -2.76832 4.23196 -4.43498
H -1.89179 0.79239 -5.99412
H -0.08234 1.15615 -5.91512
H 1.07292 -4.32248 2.84053
H 2.36391 -3.07770 2.21695
H 3.78216 -2.00084 4.09833
H 3.35888 -2.35335 5.73654
H -1.19316 3.36188 -6.22488
H -0.35448 3.13739 -4.78496
H 1.59742 -3.78594 5.00753
H 3.08237 -4.27635 4.06625
*
```

=====

Molecular formula: C29H24CoGeN3O4
Method: DFT, the ωB97M-V functional and the def2-TZVPD basis

* LUMO energy (spin up / spin down): -8.1 / -8.2 eV
* Kohn-Sham gap (spin up / spin down): 6.688 / 6.641 eV
* HOMO level (spin up / spin down): -14.816 / -14.808 eV

```
! wB97M-V def2-TZVPD RIJCOSX def2/J DEFGRID3
* xyz 2 1
Co -0.16132 -0.24292 0.76583
N 1.64333 -0.68451 1.33703
C 2.29516 -1.95235 1.05417
C 3.09992 -2.53464 2.01688
C 3.76958 -3.71211 1.71736
C 3.63156 -4.28378 0.46210
C 2.81881 -3.69441 -0.49146
C 2.13175 -2.50857 -0.21966
C 1.18800 -1.93240 -1.20822
C 1.28426 -2.22227 -2.56546
C 0.26010 -1.87938 -3.44469
C -0.89002 -1.25704 -2.99748
C -0.98873 -0.90619 -1.65339
C 0.08386 -1.16265 -0.78215
H 1.62870 -0.53377 2.34743
H 2.23263 0.06773 0.96579
H 3.21713 -2.07287 2.99033
H 4.39722 -4.17791 2.46432
H 4.14901 -5.20403 0.22887
H 2.68707 -4.18273 -1.44671
H 2.15501 -2.73712 -2.94766
H 0.35383 -2.13951 -4.49112
H -1.70090 -1.04609 -3.68135
H -1.87557 -0.39561 -1.28702
O -4.91365 -0.13067 3.90647
C -4.38625 -1.34008 3.86070
O -4.84325 -2.28932 4.42701
C -3.13831 -1.52129 3.04254
C -2.52522 -2.75864 2.87475
N -1.45129 -2.58703 2.09577
N -1.32802 -1.29742 1.74751
C -2.34672 -0.64340 2.30942
C -2.36099 0.82360 1.99979
O -3.24832 1.55562 2.35553
O -1.30744 1.16534 1.29381
H -4.42088 0.54161 3.39215
H -2.81094 -3.72133 3.26801
H -0.79720 -3.27944 1.76206
Ge 0.43118 1.55576 -1.57221
C 1.43583 2.22296 -0.07825
C 0.96308 2.95958 1.01295
C 1.86313 3.57344 1.86732
C 3.23176 3.44084 1.66090
C 3.71509 2.69590 0.58952
C 2.82390 2.07787 -0.26972
C -1.15012 2.26885 -2.33456
C -1.27037 2.20295 -3.72594
C -2.36028 2.78435 -4.34787
C -3.34158 3.40488 -3.58406
C -3.23551 3.45877 -2.19859
C -2.14146 2.89362 -1.56875
H 1.40235 0.85454 -2.51893
H -0.09924 3.06334 1.18449
H 1.49800 4.16204 2.69802
H 3.92559 3.92347 2.33652
H 4.77985 2.60703 0.42205
H 3.21004 1.51370 -1.11285
H -0.50798 1.71781 -4.32612
H -2.44768 2.75699 -5.42523
H -4.19614 3.85300 -4.07326
H -4.00350 3.94687 -1.61468
H -2.05784 2.93902 -0.49002
*
```

=====

Molecular formula: C6H12O2
Method: DFT, the ωB97M-V functional and the def2-TZVPD basis

* LUMO energy (spin up / spin down): 0.7 / 0.7 eV
* energy above the lowest of the compared OMol25 structures with the same formula, charge and spin: 648.40 kJ/mol
* Kohn-Sham gap (spin up / spin down): 8.234 / 8.234 eV
* HOMO level (spin up / spin down): -7.541 / -7.541 eV

```
! wB97M-V def2-TZVPD RIJCOSX def2/J DEFGRID3
* xyz 0 1
C -1.56799 0.28449 0.68003
C 3.02956 0.38696 -0.68699
C 0.36472 -2.12960 0.18080
C -2.19414 1.63628 0.41793
C 0.40703 -0.69768 -0.06771
C 0.07627 0.45959 -0.38355
O 1.94052 -0.25548 -1.26698
O -2.41963 -0.77072 0.38510
H -2.74064 -0.67280 -0.52154
H -1.27069 0.17296 1.72121
H 0.24256 1.47091 -0.68555
H 3.68578 0.85041 -1.44374
H 2.74944 1.20831 0.00305
H 3.66600 -0.30422 -0.10603
H 1.13975 -2.43511 0.88972
H -0.57880 -2.49988 0.58733
H 0.55306 -2.64568 -0.76320
H -3.11743 1.74270 0.99815
H -2.44259 1.75067 -0.64174
H -1.52277 2.44789 0.70370
*
```

=====

Molecular formula: C5H11O2
Method: DFT, the ωB97M-V functional and the def2-TZVPD basis

* LUMO energy: 4.1 eV
* energy above the lowest of the compared OMol25 structures with the same formula, charge and spin: 89.30 kJ/mol
* Kohn-Sham gap: 8.078 eV
* HOMO level: -3.963 eV

```
! wB97M-V def2-TZVPD RIJCOSX def2/J DEFGRID3
* xyz -1 1
C -0.57075 1.20899 -0.88529
C -1.54584 1.59848 0.27414
C -0.65053 -0.32075 -1.20199
O 0.24584 -1.07174 -0.73260
O -1.50899 -0.56932 -2.08223
H -0.97971 1.80025 -1.70793
H 0.47654 1.48414 -0.76919
H -2.53188 1.16609 0.13039
H -1.37810 2.65473 0.45687
H -1.21393 1.14471 1.21528
C 1.25380 -0.31768 2.41161
C 2.15722 -0.73346 1.26076
H 0.29914 0.10695 2.12851
H 0.94724 -1.22768 2.93939
H 1.82976 0.35174 3.04528
H 1.67290 -0.62920 0.24691
H 2.45979 -1.79159 1.34175
H 3.14825 -0.26608 1.13775
*
```

=====

Molecular formula: C5H5NO
Method: DFT, the ωB97M-V functional and the def2-TZVPD basis

* LUMO energy: -0.4 eV
* energy above the lowest of the compared OMol25 structures with the same formula, charge and spin: 701.11 kJ/mol
* Kohn-Sham gap: 8.396 eV
* HOMO level: -8.764 eV

```
! wB97M-V def2-TZVPD RIJCOSX def2/J DEFGRID3
* xyz 0 1
O 1.04195 -0.63562 0.80194
C -0.14720 -1.19534 0.35307
C 0.39382 -0.19284 1.88508
C -0.05958 0.40863 2.81447
C -0.42744 -0.74002 -0.99114
C -0.25342 0.72519 -1.30304
N 0.62143 -0.24337 -1.89068
H -0.53847 0.84140 3.65855
H -1.25991 -1.25293 -1.45411
H 0.12045 1.38179 -0.52064
H -0.99755 1.15713 -1.96766
H 1.50592 -0.25400 -1.38585
*
```

=====

> Number 4 is which compound?

C6H12O2